{"formula": "C19H29Cl3MnNO4P2", "method": "wB97M-V/def2-TZVPD", "s2": 6.121, "multiplicity": 5, "homo_energy_ev": [-7.09, -7.09], "de_lowest_kcal_mol": 0.0, "symbols": ["C", "C", "N", "C", "C", "C", "C", "P", "Mn", "P", "C", "C", "C", "C", "C", "C", "C", "O", "O", "H", "H", "H", "C", "C", "H", "H", "H", "H", "C", "C", "H", "H", "H", "H", "H", "H", "H", "H", "H", "H", "H", "H", "H", "H", "H", "H", "H", "H", "H", "H", "H", "H", "Cl", "C", "Cl", "Cl", "C", "O", "O"], "xyz": [[-3.42, 0.17, -2.69], [-2.20, -0.17, -2.04], [-1.90, 0.38, -0.82], [-2.79, 1.19, -0.22], [-3.98, 1.56, -0.84], [-4.29, 1.05, -2.09], [-1.21, -0.97, -2.67], [0.18, -1.53, -1.70], [0.02, -0.07, 0.13], [-0.70, 1.61, 1.57], [-2.50, 1.67, 1.18], [1.81, -0.58, 0.94], [1.91, -1.79, 1.62], [3.05, -2.13, 2.35], [4.14, -1.25, 2.36], [4.07, -0.05, 1.66], [2.89, 0.30, 0.96], [-0.11, 1.47, -3.88], [-0.02, 3.03, -1.78], [-3.59, -0.28, -3.67], [-4.62, 2.28, -0.32], [-5.21, 1.34, -2.59], [-0.04, -3.28, -1.27], [1.63, -1.45, -2.79], [-2.86, 2.70, 1.32], [-3.00, 1.02, 1.92], [-0.45, 0.55, -3.70], [-1.47, -1.46, -3.62], [-0.60, 1.31, 3.35], [-0.10, 3.30, 1.35], [1.06, -2.48, 1.63], [3.08, -3.07, 2.91], [5.05, -1.52, 2.91], [4.92, 0.64, 1.66], [2.81, 1.24, 0.43], [1.03, 0.91, -0.92], [0.64, 3.72, -1.96], [-0.14, 2.51, -2.63], [-0.48, 1.71, -4.75], [0.34, 1.39, -0.78], [-0.11, -3.87, -2.20], [0.82, -3.61, -0.68], [-0.95, -3.41, -0.67], [1.53, -2.20, -3.59], [1.72, -0.45, -3.22], [2.52, -1.67, -2.18], [-0.65, 3.97, 2.03], [0.97, 3.30, 1.62], [-0.21, 3.60, 0.30], [-1.06, 2.15, 3.89], [-1.06, 0.36, 3.63], [0.47, 1.25, 3.59], [-2.50, -4.46, 2.56], [-2.78, -2.72, 2.38], [-3.61, -2.39, 0.84], [-3.73, -2.07, 3.73], [-1.32, -2.02, 2.44], [-0.74, -2.12, 3.52], [-0.97, -1.45, 1.35]], "mulliken_charge": [-1.27, 1.18, 0.95, 0.59, -0.95, -0.56, -2.05, 1.53, -1.07, 1.19, -1.38, 0.99, 0.36, -1.11, -0.45, -0.76, -0.20, -0.67, -0.56, 0.46, 0.46, 0.41, -1.29, -1.38, 0.59, 0.38, 0.31, 0.29, -1.20, -1.27, 0.34, 0.42, 0.38, 0.37, 0.37, -0.63, 0.27, 0.34, 0.27, 1.07, 0.49, 0.36, 0.24, 0.43, 0.33, 0.39, 0.46, 0.37, 0.25, 0.44, 0.32, 0.36, -0.16, 0.94, -0.13, -0.16, -0.55, -0.60, -0.53]}

{"formula": "C19H29ClF5IO3S2SiTl", "method": "wB97M-V/def2-TZVPD", "homo_energy_ev": [-5.75, -5.76], "de_lowest_kcal_mol": 0.0, "charge": -1, "symbols": ["Tl", "C", "C", "C", "C", "O", "Si", "S", "O", "C", "C", "C", "C", "O", "C", "C", "C", "C", "H", "H", "H", "H", "H", "H", "H", "H", "H", "H", "H", "H", "H", "H", "H", "H", "H", "H", "H", "H", "H", "H", "H", "H", "H", "H", "H", "I", "C", "H", "H", "F", "C", "C", "F", "C", "F", "C", "S", "C", "F", "C", "F", "Cl"], "xyz": [[1.39, 2.45, -0.53], [-1.28, -2.48, -1.67], [-0.43, -1.32, -2.17], [0.78, -1.84, -2.95], [-1.26, -0.39, -3.04], [0.04, -0.52, -1.07], [0.65, -0.99, 0.37], [1.50, 0.69, 1.30], [1.72, -2.19, 0.05], [2.31, -3.18, 0.89], [2.61, -2.60, 2.28], [3.61, -3.59, 0.20], [1.36, -4.36, 1.00], [-0.48, -1.72, 1.32], [-1.56, -1.22, 2.11], [-2.55, -2.38, 2.22], [-2.21, -0.02, 1.43], [-1.03, -0.84, 3.49], [-1.68, -3.04, -2.52], [-2.12, -2.10, -1.08], [-0.70, -3.15, -1.04], [0.44, -2.45, -3.79], [1.41, -2.44, -2.30], [1.36, -1.01, -3.32], [-1.66, -0.93, -3.90], [-0.64, 0.43, -3.40], [-2.09, 0.03, -2.47], [3.20, -1.69, 2.18], [3.17, -3.33, 2.87], [1.69, -2.36, 2.80], [4.26, -2.73, 0.10], [3.39, -3.97, -0.79], [4.12, -4.36, 0.78], [0.40, -4.04, 1.41], [1.78, -5.13, 1.65], [1.19, -4.79, 0.01], [-2.93, -2.64, 1.23], [-3.39, -2.10, 2.86], [-2.05, -3.25, 2.64], [-2.48, -0.26, 0.40], [-1.54, 0.83, 1.41], [-3.12, 0.27, 1.97], [-0.60, -1.71, 3.98], [-1.84, -0.46, 4.11], [-0.27, -0.07, 3.40], [3.35, 5.54, -1.13], [2.82, 3.97, 0.21], [2.47, 4.44, 1.11], [3.73, 3.42, 0.41], [-1.94, 7.66, -1.19], [-1.46, 6.43, -0.90], [-1.03, 5.49, -1.97], [0.17, 5.53, -2.54], [-2.15, 4.71, -2.46], [-3.37, 5.17, -2.78], [-1.68, 4.23, -1.17], [-1.13, 2.58, -0.85], [-2.18, 5.23, -0.14], [-3.44, 5.18, 0.33], [-1.11, 6.01, 0.45], [0.06, 5.59, 0.92], [2.42, 1.79, -2.69]], "mulliken_charge": [0.89, -1.37, 1.60, -1.35, -1.72, 0.65, -0.19, -0.64, 0.09, 1.80, -1.54, -1.82, -1.41, 0.10, 1.72, -1.79, -1.28, -1.69, 0.58, 0.20, 0.11, 0.44, 0.04, 0.27, 0.46, 0.26, 0.32, 0.30, 0.52, 0.13, 0.41, 0.35, 0.41, 0.04, 0.50, 0.30, 0.35, 0.41, 0.36, 0.16, 0.23, 0.56, 0.35, 0.47, 0.25, -0.06, -1.28, 0.38, 0.46, -0.34, 0.63, 0.51, -0.30, -0.26, -0.29, 0.11, -0.14, 0.40, -0.35, -0.61, -0.12, -0.56]}